Formula: C4H6LuO7
Source: the OMol25 dataset
Level of theory: wB97M-V/def2-TZVPD

Summary:
HOMO level (spin up / spin down) (eV): -6.745 / -8.398
<S²>: 0.751
LUMO energy (spin up / spin down) (eV): -0.34 / -1.08
Spin multiplicity: 2

Atoms and positions in Å:
O -3.1341 1.6193 -0.4212
C -2.2158 2.4361 0.0233
O -1.9016 2.2444 1.2794
O -1.5022 3.1281 -0.7407
Lu -3.2108 0.4327 1.4797
O 1.7476 -0.5081 -2.1881
C 2.1107 0.1053 -0.9706
C 0.9963 -0.0488 0.0278
H 2.3550 -0.2327 -2.8795
H 2.2772 1.1869 -1.1013
H 3.0369 -0.3308 -0.5620
H 0.1497 0.5962 -0.2431
H 1.3857 0.0990 1.0431
O 0.4703 -1.4303 -0.0499
C -0.3960 -1.8136 0.8380
O -1.4564 -1.2623 1.0948
O 0.0032 -2.9246 1.4211
H -0.7156 -3.2968 1.9490

Results of the Mulliken charge analysis, in e, for atoms 1 through 8: atom 1 (O): -0.723, atom 2 (C): 1.032, atom 3 (O): -0.705, atom 4 (O): -0.639, atom 5 (Lu): 0.950, atom 6 (O): -0.504, atom 7 (C): -0.567, atom 8 (C): -0.178

Formula: C4H6MgO
Source: the OMol25 dataset
Level of theory: wB97M-V/def2-TZVPD

Summary:
HOMO level (spin up / spin down) (eV): -0.998 / -1.035
<S²>: 0.773
Net charge: -1
LUMO energy (spin up / spin down) (eV): 3.74 / 3.67
Relative energy (zero: lowest compared OMol25 entry of this formula, charge and spin) (eV): 0.796
Spin multiplicity: 2

Atoms and positions in Å:
O 1.0155 -0.9568 -0.4299
C -0.1733 -1.5314 -0.3995
C -1.2181 -1.0699 0.4649
H -0.4710 -2.0823 -1.3087
H -1.0686 -1.3988 1.5063
H -2.2331 -1.1464 0.0559
Mg 1.6959 0.7513 0.2628
C -0.8530 0.8843 0.9633
C -1.0283 1.3047 2.2245
H -1.3071 1.5127 0.1802
H -0.6825 0.7089 3.0771
H -1.3969 2.3091 2.4653

Results of the Mulliken charge analysis, in e, for atoms 1 through 8: atom 1 (O): 0.269, atom 2 (C): -0.009, atom 3 (C): -0.550, atom 4 (H): 0.308, atom 5 (H): 0.213, atom 6 (H): 0.312, atom 7 (Mg): -1.165, atom 8 (C): -0.557

Formula: C4H6N
Source: the OMol25 dataset
Level of theory: wB97M-V/def2-TZVPD

Summary:
HOMO level (eV): -14.394
Net charge: +1
LUMO energy (eV): -6.52
Relative energy (zero: lowest compared OMol25 entry of this formula, charge and spin) (eV): 5.289

Atoms and positions in Å:
C 0.2155 -0.0018 -0.1151
C 2.7298 -0.4262 -0.0328
C 1.4790 -0.2002 0.1217
C -1.8354 -0.9863 -0.0304
N -2.6582 -0.0393 0.0025
H -0.3573 0.2692 0.8361
H -0.2467 0.3238 -1.0294
H 3.1152 -1.5146 -0.2679
H 3.5124 0.1918 0.0938
H -3.5737 -0.4140 -0.0762
H -2.3027 0.8557 0.0854

Results of the Mulliken charge analysis, in e, for atoms 1 through 8: atom 1 (C): -0.257, atom 2 (C): -0.716, atom 3 (C): 0.090, atom 4 (C): 0.246, atom 5 (N): -0.081, atom 6 (H): 0.204, atom 7 (H): 0.366, atom 8 (H): 0.231

Formula: C4H6N2
Source: the OMol25 dataset
Level of theory: wB97M-V/def2-TZVPD

Summary:
HOMO level (eV): -8.734
SMILES string: C/N=C/N1C=C1
LUMO energy (eV): 0.94
Relative energy (zero: lowest compared OMol25 entry of this formula, charge and spin) (eV): 5.047

Atoms and positions in Å:
C -2.0562 -0.0340 0.3184
N -0.6933 -0.2383 -0.1364
C 0.1188 0.7351 -0.0384
N 1.4442 0.7175 -0.4587
C 1.8668 -1.0345 -0.7693
C 2.3895 -0.1975 0.0422
H -2.7554 -0.2997 -0.4859
H -2.2649 -0.7052 1.1632
H -2.2749 0.9989 0.6403
H -0.1775 1.7404 0.2993
H 1.1579 -1.6526 -1.2496
H 3.2451 -0.0301 0.6748

Results of the Mulliken charge analysis, in e, for atoms 1 through 8: atom 1 (C): -0.701, atom 2 (N): -0.364, atom 3 (C): 0.148, atom 4 (N): -0.421, atom 5 (C): -0.063, atom 6 (C): -0.408, atom 7 (H): 0.228, atom 8 (H): 0.244

Formula: C4H6N2
Source: the OMol25 dataset
Level of theory: wB97M-V/def2-TZVPD

Summary:
HOMO level (eV): -8.941
SMILES string: Cc1cn[nH]c1
LUMO energy (eV): 1.03
Relative energy (zero: lowest compared OMol25 entry of this formula, charge and spin) (eV): 0.924

Atoms and positions in Å:
C 1.7012 0.1406 -0.1801
C 0.2871 -0.2338 0.1353
C -0.4807 0.0401 1.2944
N -1.7745 0.1289 1.0219
N -1.8595 -0.1466 -0.2878
C -0.6532 -0.3843 -0.8523
H 2.3473 0.2239 0.6942
H 2.1719 -0.5082 -0.9233
H 1.6284 1.1391 -0.6249
H -0.1419 0.1606 2.3181
H -2.6856 0.1342 -0.7876
H -0.5264 -0.6281 -1.8982

Results of the Mulliken charge analysis, in e, for atoms 1 through 8: atom 1 (C): -1.114, atom 2 (C): 0.611, atom 3 (C): -0.410, atom 4 (N): -0.743, atom 5 (N): 0.208, atom 6 (C): -0.538, atom 7 (H): 0.337, atom 8 (H): 0.313

Formula: C4H6N2
Source: the OMol25 dataset
Level of theory: wB97M-V/def2-TZVPD

Summary:
HOMO level (eV): -8.742
SMILES string: N1[C@H]2[C@@H]1[C@H]1N[C@@H]21
LUMO energy (eV): 1.09
Relative energy (zero: lowest compared OMol25 entry of this formula, charge and spin) (eV): 4.125

Atoms and positions in Å:
N -0.5769 -1.2970 0.1370
C -1.0207 0.0796 -0.0346
C 0.0208 -0.4124 -0.9306
C 1.1095 0.4342 -0.2115
N 1.1029 0.2024 1.2177
C 0.0421 0.9976 0.6585
H -1.2042 -2.0200 -0.1924
H -2.0454 0.3343 -0.2682
H -0.0275 -0.4463 -2.0201
H 2.0061 0.8441 -0.6704
H 0.7334 -0.7413 1.3755
H -0.1402 2.0250 0.9392

Results of the Mulliken charge analysis, in e, for atoms 1 through 8: atom 1 (N): -0.690, atom 2 (C): -0.133, atom 3 (C): -0.082, atom 4 (C): -0.499, atom 5 (N): -0.624, atom 6 (C): -0.292, atom 7 (H): 0.240, atom 8 (H): 0.467

Going through the records in order, we get largest force on an atom values of 4.62 2.44 4.73 1.89 0.44 1.04 eV/A.